Entry P
Entry from OMol25: a single C6H10FN molecule (the ωB97M-V functional and the def2-TZVPD basis).

As for the HOMO-LUMO gap: 10.144 eV. The value obtained for the highest occupied orbital energy is -0.33491 Ha.

Geometry (Å):
C  -2.0394  0.1087  -0.3662
C  -0.5650  0.1521  -0.7407
N  -0.0337  1.5167  -0.5179
C  1.3328  1.2960  -0.0155
C  1.2943  0.0098  0.7985
C  0.3602  -0.8470  0.0284
C  0.3109  -2.1654  0.1062
F  1.1143  -2.8896  0.9180
H  -2.4672  -0.8702  -0.4896
H  -2.2457  0.4716  0.6817
H  -2.5895  0.8209  -0.9209
H  -0.4843  -0.0599  -1.7947
H  -0.5775  2.0282  0.1690
H  1.7076  2.1027  0.5936
H  2.1161  1.3089  -0.7502
H  0.8730  0.1942  1.8129
H  2.2647  -0.3966  0.9540
H  -0.3717  -2.7810  -0.4664

***

Entry Q
Entry from OMol25: a single C6H10FN molecule (the ωB97M-V functional and the def2-TZVPD basis).

As for the HOMO-LUMO gap: 10.445 eV. The value obtained for the highest occupied orbital energy is -0.35096 Ha.

Geometry (Å):
C  2.0753  0.9188  -0.5128
C  1.4352  -0.0753  0.0134
C  0.0389  -0.2405  0.4482
N  -0.0092  -0.3730  1.8820
C  -0.8233  -1.3375  -0.4440
C  -1.9230  -0.1518  -0.5457
C  -0.8225  0.7290  -0.2291
F  -1.3579  1.9102  0.5652
H  3.0163  0.9613  -1.0771
H  1.6030  1.9727  -0.5771
H  1.9369  -1.1039  -0.0757
H  0.2038  0.4567  2.2492
H  0.9259  -0.9914  2.2442
H  -0.8909  -2.2939  -0.0672
H  -0.2659  -1.3784  -1.5309
H  -2.6235  -0.3120  0.2563
H  -2.2610  0.1719  -1.6039
H  -0.2582  1.1374  -0.9950

***

Which structure loses on stability? entry Q does.